1.
This record from the Open Molecules 2025 dataset describes one molecule with the formula C4H5NO2 in a non-equilibrium geometry. The level of theory is ωB97M-V/def2-TZVPD.

```
12
Properties=species:S:1:pos:R:3:forces:R:3:lowdin_charge:R:1
C 1.046436 0.650469 1.521349 -0.15 -0.22 -0.39 -0.04
N 0.365912 -1.278735 0.472800 0.19 1.35 0.34 0.06
O -0.300647 -1.912675 -0.553509 -0.35 -0.24 -0.37 -0.06
C 0.297627 0.008703 0.457797 0.36 -0.57 0.50 -0.40
H 2.309008 1.670798 3.100149 -0.14 -0.20 -0.15 0.04
H -1.392407 1.404371 -1.946689 -0.07 -0.09 0.00 0.09
H -0.212336 -2.828488 -0.287336 -0.03 -0.26 -0.12 0.10
C 1.722726 1.163734 2.362574 0.14 0.36 0.27 0.13
H -0.512731 -0.142964 -2.185598 0.04 0.36 0.35 0.09
O -0.308661 0.904973 -0.338761 0.21 -0.42 -0.22 -0.05
H -1.938441 -0.117354 -1.126860 0.28 0.42 -0.28 0.10
C -1.076485 0.477167 -1.475915 -0.47 -0.49 0.06 -0.05
```
Positions in Å, forces in eV/Å.

* HOMO energy: -9.1 eV
* ΔE to the lowest compared entry with this formula, charge and spin: 104.34 kcal/mol
* structure (SMILES): C#C/C(=N/O)OC
* gap between HOMO and LUMO: 9.851 eV

=====

2.
This record from the Open Molecules 2025 dataset describes one molecule with the formula C15H16F3N7S in a non-equilibrium geometry. The level of theory is ωB97M-V/def2-TZVPD.

```
42
Properties=species:S:1:pos:R:3:forces:R:3:lowdin_charge:R:1
N -3.545285 -1.750820 -2.254652 -1.27 -1.96 1.04 -0.08
N 3.629056 1.126982 1.084431 -1.27 -0.95 0.50 -0.04
N 4.151717 3.149743 0.444160 0.49 -1.43 1.00 0.09
H -3.024793 -1.370410 -3.028967 -0.23 0.33 -0.11 0.10
F 1.543789 -3.631143 2.067515 0.47 -0.48 0.06 0.16
F 3.011685 -4.528211 0.687010 -0.46 0.60 0.65 0.11
C -3.963306 0.483215 -1.553132 -0.26 0.29 0.60 -0.20
C 3.549919 -2.482899 1.742898 2.32 3.41 0.84 -0.26
N 1.155649 1.256478 0.731434 1.29 0.02 0.41 0.20
H -2.779162 2.561225 -0.238813 0.02 -0.06 -0.15 0.12
C -2.070767 1.772138 -0.512806 -0.43 -1.25 1.07 -0.14
H -0.302597 4.113755 -0.342174 0.38 -0.29 0.18 0.12
H 5.492339 -3.247669 2.333867 -0.09 1.00 -0.06 0.10
N 2.990121 -1.229617 1.465498 0.28 1.40 -0.78 0.12
C 0.509057 3.438113 -0.046046 0.92 2.02 -0.87 0.00
S 5.489253 -0.746859 1.940217 -1.08 -0.36 -0.23 1.05
C 0.210362 2.147635 0.356175 1.86 -1.34 0.97 -0.37
C 4.881980 -2.362731 2.079450 -0.23 -0.93 -0.37 -0.34
H -4.695552 1.233641 -1.258942 -0.06 0.22 0.34 0.11
C -4.630756 -0.865967 -1.752452 1.59 0.38 -1.42 -0.20
H 2.124876 4.888785 -0.380879 -0.21 -0.33 0.11 0.12
H -1.653901 1.999610 -1.502807 0.07 -0.13 0.18 0.13
C 2.807993 2.975354 0.340969 -0.67 0.40 -0.06 -0.26
H -1.230536 -0.539809 -1.741263 0.18 -0.03 0.12 0.12
F 3.429575 -4.549435 2.794178 -0.60 0.19 0.06 0.13
H -5.063447 -1.267470 -0.825137 0.12 -0.01 -0.40 0.12
H -3.119270 -2.525712 -0.295714 0.12 0.28 -0.59 0.12
C -2.600698 -2.113645 -1.186562 -0.48 2.20 0.03 -0.21
N -1.028085 1.659853 0.524097 -1.34 -0.75 -0.21 0.03
C 1.840623 3.881763 -0.066912 -1.36 -0.13 -0.27 0.02
H -1.173064 -0.973668 0.008079 0.19 0.08 -0.33 0.10
C -1.821571 -0.809852 -0.861924 -1.14 0.41 0.90 -0.14
H -3.578839 0.849470 -2.510907 0.06 -0.22 -0.08 0.12
H -3.251017 0.171455 0.444657 -0.02 0.23 0.16 0.14
H -0.945296 0.717036 0.931323 -0.19 0.79 -0.44 0.12
C 2.852959 -3.792015 1.838879 -0.09 -0.28 -0.99 -0.56
C 2.423832 1.697805 0.762403 -1.21 0.81 -0.90 -0.21
C -2.824455 0.385434 -0.537616 1.05 0.30 -0.89 -0.28
N 4.629696 2.056889 0.930032 0.71 0.05 -0.50 0.05
H -1.900170 -2.828268 -1.535224 0.54 -0.93 -0.37 0.09
C 3.860559 -0.211559 1.466382 0.16 -3.13 0.47 -0.48
H -5.382471 -0.738619 -2.540722 -0.13 -0.42 0.34 0.11
```
Positions in Å, forces in eV/Å.

* HOMO energy: -8.5 eV
* ΔE to the lowest compared entry with this formula, charge and spin: 11.18 kcal/mol
* structure (SMILES): FC(F)(F)c1csc(-n2nnc3ccc(NCC4CCNCC4)nc32)n1
* gap between HOMO and LUMO: 8.289 eV

=====

3.
This record from the Open Molecules 2025 dataset describes C6H8AgO6 as an isolated structure in a non-equilibrium geometry. The level of theory is ωB97M-V/def2-TZVPD.

```
21
Properties=species:S:1:pos:R:3:forces:R:3:lowdin_charge:R:1
H -2.813015 1.248513 -1.571505 0.14 -0.06 0.09 0.11
C 2.029231 -0.714684 1.014474 -0.05 -0.08 0.16 -0.15
O -0.489410 -1.289032 1.960173 0.35 0.18 -0.16 0.03
O -2.022791 -0.045788 -0.157873 -0.46 -0.33 -0.87 -0.17
H 0.230586 1.259692 -1.160917 -0.19 0.02 -0.02 0.11
O -2.270423 0.951605 1.984169 0.86 -0.32 -0.89 -0.04
Ag -1.083086 -2.202532 -0.285355 0.30 0.19 0.05 0.78
O 0.935454 0.225503 1.098396 0.42 0.18 -0.23 0.01
C -1.874203 0.722060 -1.334438 -0.06 -0.07 -0.16 -0.21
C -1.444967 0.745677 1.047686 -0.73 0.40 1.70 -0.65
H 3.041205 -1.857082 -0.437253 -0.20 0.01 -0.12 0.10
H 2.927988 -0.141009 1.278485 -0.17 -0.11 -0.04 0.12
C -0.267175 -0.222048 1.405225 -0.66 -0.10 0.74 -0.43
H -0.839140 2.657127 -1.512304 0.00 -0.15 0.10 0.12
C -0.762712 1.700904 -0.979983 0.16 -0.03 0.23 -0.18
C 2.104711 -1.244570 -0.419746 -0.10 0.22 0.32 -0.44
O 0.991165 -1.918183 -0.816676 0.23 -0.36 -0.48 -0.39
H -1.606607 0.075285 -2.183106 -0.03 0.14 0.14 0.11
H 2.310775 -0.351760 -1.063425 0.00 -0.22 0.09 0.10
H 1.870378 -1.525691 1.735963 -0.01 0.16 -0.18 0.12
O -0.967963 1.926012 0.398009 0.19 0.33 -0.47 -0.04
```
Positions in Å, forces in eV/Å.

* HOMO energy: -4.5 eV
* total charge: -1
* ΔE to the lowest compared entry with this formula, charge and spin: 12.39 kcal/mol
* gap between HOMO and LUMO: 7.172 eV

=====

4.
This record from the Open Molecules 2025 dataset describes one molecule with the formula C4H8ClFN2 in a non-equilibrium geometry. The level of theory is ωB97M-V/def2-TZVPD.

```
16
Properties=species:S:1:pos:R:3:forces:R:3:lowdin_charge:R:1
H 2.389151 1.372149 -1.006825 -1.74 -1.47 0.70 0.09
F -0.977488 2.234251 0.304677 -1.53 3.80 -0.20 0.05
N 0.390199 -1.437871 0.587929 4.43 -0.15 -0.80 0.03
H 0.145829 1.161842 1.542676 -0.81 -0.55 -1.24 0.17
C -0.425789 1.088154 0.552980 0.34 -1.62 0.83 -0.37
H 0.040322 -2.318059 0.719121 -1.43 -2.80 0.91 0.05
H 1.861045 0.404288 0.437853 1.38 0.35 -4.19 0.14
C -0.342466 -0.817081 -0.439612 -1.22 1.59 -3.04 -0.41
Cl -3.027322 -0.030524 -0.423715 0.88 0.53 0.74 0.60
C -1.427934 -0.117726 0.390165 0.36 -2.14 2.39 -0.59
H -1.363951 -0.740612 1.384194 -1.58 1.40 -1.72 0.14
H -0.071013 1.108919 -1.497581 -0.66 0.28 -0.99 0.13
H 1.391229 -1.660692 0.306457 -1.47 0.71 0.15 0.12
C 0.300339 0.576447 -0.662452 2.92 -1.05 -0.51 -0.32
N 1.832253 0.486943 -0.747842 -0.84 0.88 4.80 0.00
H -0.714399 -1.310431 -1.448018 0.97 0.24 2.18 0.17
```
Positions in Å, forces in eV/Å.

* HOMO energy: -9.7 eV
* ΔE to the lowest compared entry with this formula, charge and spin: 54.54 kcal/mol
* structure (SMILES): N[C@@H]1[C@H](N)[C@@H](F)[C@H]1Cl
* gap between HOMO and LUMO: 10.672 eV

=====

5.
This record from the Open Molecules 2025 dataset describes one molecule with the formula C2H4O2S in a non-equilibrium geometry. The level of theory is ωB97M-V/def2-TZVPD.

```
9
Properties=species:S:1:pos:R:3:forces:R:3:lowdin_charge:R:1
H 2.215866 -0.433149 -1.116338 0.10 -0.01 0.35 0.12
H 1.367251 1.225290 -0.224306 -2.86 -0.27 1.66 0.17
S -1.769163 -0.166745 -0.122810 1.34 -0.08 0.70 0.64
H 0.964423 -0.987819 1.430805 0.49 -0.47 -1.68 0.16
O 0.337176 1.314059 0.158637 1.56 1.64 -0.75 -0.04
C -0.142306 0.114326 0.163036 -4.44 0.29 -1.56 -0.96
C 0.870091 -0.917998 0.284469 1.51 -1.19 0.61 -0.18
H 0.740633 -1.994400 -0.236999 0.18 2.91 1.21 0.18
O 1.994290 -0.104056 -0.230292 2.15 -2.81 -0.55 -0.09
```
Positions in Å, forces in eV/Å.

* HOMO energy: -8.4 eV
* ΔE to the lowest compared entry with this formula, charge and spin: 50.50 kcal/mol
* structure (SMILES): OCC(O)=S
* gap between HOMO and LUMO: 8.644 eV

=====

6.
This record from the Open Molecules 2025 dataset describes a 5-piece molecular cluster, C34H72F2N5O6S2 overall in a non-equilibrium geometry. The level of theory is ωB97M-V/def2-TZVPD.

```
121
Properties=species:S:1:pos:R:3:forces:R:3:lowdin_charge:R:1
H -8.156147 -30.116825 -5.518453 0.53 0.50 0.10 0.10
F -13.504191 -24.304571 -2.499866 -0.31 -0.55 -0.87 -0.23
H -15.788079 -17.577378 -0.174018 0.11 -0.07 -0.80 0.11
H -17.229583 -23.299777 -8.562379 -0.36 0.48 -0.15 0.14
F -11.011396 -21.918086 -5.637848 -0.23 -0.52 0.08 -0.20
H -8.003529 -28.564972 -6.537012 0.40 -0.28 0.14 0.10
H -11.076748 -22.422711 -0.244040 0.87 0.41 0.22 0.14
O -12.765530 -20.665729 -4.751402 -0.47 -0.50 0.51 -0.28
H -9.586764 -18.983194 -1.442127 0.52 -0.07 0.30 0.13
H -8.193042 -22.684170 0.052795 -0.63 -0.29 -0.20 0.13
H -11.101832 -25.684700 1.012017 0.29 0.35 0.33 0.08
C -10.812419 -30.347808 -5.489415 -1.11 -0.49 -0.36 0.01
H -9.696726 -23.337759 -3.537868 0.17 -0.26 -0.07 0.08
H -14.289623 -23.911871 -8.650254 0.27 -0.16 -0.07 0.07
O -14.696962 -22.488542 -3.251105 -0.45 -0.19 -1.65 -0.29
C -18.218643 -23.664908 -11.464540 -1.03 1.46 0.88 0.04
H -15.373803 -25.151256 -8.029549 0.14 0.28 0.31 0.08
C -18.545574 -20.475794 -11.400249 -0.18 -2.15 0.94 -0.10
S -13.908707 -23.517589 -3.878494 0.76 -2.05 4.63 0.57
H -16.600156 -17.719155 -2.696218 0.11 0.10 0.60 0.14
H -8.277556 -23.725036 -2.458681 -0.04 -0.36 -0.56 0.10
H -11.216767 -25.344467 -7.064126 0.28 -0.37 -0.44 0.10
C -11.384088 -26.646970 -4.683686 1.31 1.08 0.50 -0.13
H -12.220880 -25.428442 -0.173800 -0.07 0.62 -0.57 0.07
N -17.492964 -22.566064 -10.662446 1.81 -0.42 0.36 -0.26
C -16.919372 -18.729957 -2.445111 -0.78 -0.77 0.05 -0.14
H -19.376955 -22.558958 -0.540213 -0.11 0.45 0.18 0.11
C -18.333293 -22.311959 -0.351140 0.73 -0.81 0.20 -0.01
H -17.931965 -21.088328 -3.632333 0.85 0.48 0.44 0.09
H -10.991729 -21.054750 -2.721331 -0.36 0.11 0.59 0.11
H -16.769084 -25.156942 -9.990849 0.22 -0.21 0.11 0.11
C -14.600201 -19.360541 -2.134498 0.70 -1.04 0.53 -0.02
O -13.245223 -22.401036 -6.372669 -0.23 -0.89 0.66 -0.28
H -10.230563 -25.060633 -1.403943 0.35 -0.12 0.05 0.10
H -11.496829 -23.061161 -1.713406 0.26 -0.36 -0.37 0.10
H -13.851625 -27.239225 -5.466638 0.11 0.15 -0.16 0.10
C -18.824366 -20.012117 -1.236072 -0.30 0.16 0.15 -0.11
C -16.657916 -23.069479 -9.458766 0.53 -1.86 -2.10 -0.08
H -19.416379 -22.072136 -10.058104 -0.10 0.45 0.53 0.13
C -8.869985 -22.950118 -2.943270 -1.01 -1.26 1.36 0.04
H -14.308335 -18.323845 -2.291594 -0.16 0.02 0.09 0.11
H -18.753933 -23.181453 -12.282577 -0.05 0.33 0.21 0.11
H -10.586247 -25.904787 -4.806010 0.04 0.10 -0.56 0.12
H -13.845245 -19.833156 -1.503008 0.09 0.09 0.05 0.09
H -19.489727 -20.678500 -11.900398 -0.03 0.78 -0.14 0.11
H -16.093530 -22.708692 -12.275924 -0.39 0.09 -0.28 0.12
H -8.294474 -19.929845 0.319541 0.44 -0.38 -0.25 0.13
C -8.526211 -21.919120 -0.640205 0.81 2.44 -1.32 -0.07
O -10.926597 -28.505149 -7.707926 2.17 1.69 2.48 0.23
H -9.286368 -24.358672 -0.080088 -0.22 -0.40 0.43 0.11
H -17.641534 -24.436647 -11.962779 0.51 0.04 0.77 0.11
C -16.482583 -21.917726 -11.638030 -1.23 0.20 0.01 -0.08
O -14.454292 -24.543938 -4.734160 0.73 1.46 0.57 -0.26
H -8.686276 -30.135843 -7.135328 -0.04 0.38 -0.30 0.10
C -18.495035 -21.513689 -10.196041 0.86 0.43 -2.24 -0.06
H -17.658139 -21.211083 -13.301483 -0.23 0.23 0.04 0.12
H -10.922329 -19.670609 -0.663913 0.01 -0.30 0.29 0.11
H -19.819458 -20.369544 -1.514593 0.22 -0.21 -0.82 0.13
C -14.867317 -24.792010 -8.931008 -1.24 -0.23 1.02 -0.09
H -7.637364 -21.545191 -1.153554 0.14 -0.65 -0.36 0.14
H -18.461572 -19.500110 -10.931843 -0.26 0.19 -0.57 0.11
H -11.871299 -24.084304 0.940809 0.02 -0.06 0.07 0.08
H -13.460196 -28.475810 -6.682499 -0.24 -0.18 0.14 0.11
C -9.930285 -19.933492 -1.034201 -1.69 0.50 -1.38 -0.15
H -18.895865 -22.267311 -3.093635 -0.16 -0.37 1.01 0.11
H -16.768947 -19.943506 -12.441987 0.09 -0.14 -0.42 0.12
H -15.581264 -21.545484 -11.153554 -0.45 0.32 0.54 0.13
C -10.038714 -20.886209 -2.217815 -0.27 -0.56 -0.53 -0.08
H -18.631537 -17.829620 -1.547754 -0.49 -0.22 0.11 0.12
H -13.081901 -28.708960 -4.947884 0.31 0.01 -0.13 0.08
H -12.169257 -26.038871 -4.235587 -0.42 -0.32 -0.25 0.10
H -19.140959 -19.751530 -0.222734 1.15 0.01 0.44 0.12
C -18.414908 -18.767110 -2.055598 0.69 -0.23 -0.36 -0.14
H -16.814563 -18.751198 0.495809 -0.35 -0.17 -0.38 0.10
H -18.953716 -23.974245 -10.723851 -0.04 -0.89 -0.45 0.11
O -15.700248 -21.510862 -0.491653 -1.35 0.77 -1.67 0.23
H -11.744549 -30.226606 -4.937356 -0.16 0.70 -0.42 0.08
C -11.825100 -27.215277 -6.075035 0.93 2.46 2.90 -0.39
C -11.431829 -24.884338 0.346731 0.37 -1.01 0.58 -0.07
H -12.460707 -26.338197 -7.985582 0.07 0.25 -0.02 0.08
H -12.780848 -25.426987 -6.439998 -0.46 -0.02 -0.48 0.07
H -8.223944 -22.366694 -3.593821 -0.17 0.74 0.62 0.11
H -11.601342 -28.284414 -3.346506 0.06 -0.04 0.43 0.11
N -9.543417 -22.273242 -1.748708 1.53 1.77 0.48 -0.22
C -9.066842 -20.613485 -0.032900 0.19 -0.33 2.11 -0.16
C -15.905186 -18.658960 -0.105530 -0.74 0.01 1.73 0.00
H -18.104725 -20.949996 -9.353142 -0.05 -0.73 0.42 0.13
H -9.193366 -29.088698 -3.646004 -0.52 -0.55 -0.14 0.14
C -9.959411 -29.056892 -5.703957 1.79 -0.82 2.49 -0.42
C -10.274389 -24.401308 -0.534377 -0.65 0.09 -0.80 -0.21
H -15.902977 -22.298355 -9.332934 -0.21 0.01 0.54 0.12
C -15.959183 -19.395081 -1.436386 0.05 1.29 -1.95 -0.42
H -17.155310 -22.549182 -2.905597 -0.04 0.03 -0.42 0.08
N -12.319056 -23.030131 -4.037232 -2.82 -1.98 -0.31 -0.27
S -12.553549 -22.021926 -5.174120 3.05 5.05 -3.54 0.41
H -15.156479 -18.962762 0.628062 0.43 -0.46 -0.59 0.10
H -11.029917 -30.878254 -6.416989 -0.03 0.32 -0.20 0.10
H -10.405901 -31.124460 -4.838083 1.26 0.53 -0.10 0.11
H -10.467076 -27.083667 -2.739893 0.21 -0.01 -0.14 0.11
H -18.154402 -21.972932 0.668713 -0.33 0.07 0.03 0.11
H -9.442997 -20.500938 -3.045369 0.62 -0.56 0.19 0.14
N -10.657386 -28.085061 -6.570364 -5.11 -3.91 -3.51 0.08
C -15.982447 -24.407432 -9.920493 0.81 0.39 0.51 -0.22
C -13.123217 -27.993520 -5.763605 0.18 -0.42 -1.25 0.02
N -16.438704 -20.840246 -1.167313 0.97 -0.06 2.90 0.05
H -14.234016 -25.643049 -9.172395 0.01 0.28 -0.74 0.06
C -10.637706 -23.027544 -1.040020 -1.23 0.19 -1.10 -0.15
C -12.072477 -26.018246 -7.023340 0.07 -0.57 1.16 0.01
C -17.362499 -20.848614 -12.319464 0.89 0.50 0.06 -0.13
C -10.786979 -27.612326 -3.634551 -2.44 -0.87 -1.26 -0.16
C -17.946511 -21.806632 -2.812114 -0.09 -0.43 -0.32 0.01
H -16.847855 -19.210172 -3.422584 0.41 -0.41 0.19 0.11
H -15.493975 -24.348012 -10.894060 -0.35 0.40 -0.18 0.11
H -18.901537 -18.797315 -3.029763 -0.51 0.31 0.26 0.11
C -8.563217 -29.462555 -6.287448 -1.61 -0.30 0.03 0.02
H -9.608392 -20.814223 0.893790 -0.26 -0.13 -0.13 0.12
H -17.837513 -23.279862 -0.443571 0.34 0.15 -0.19 0.10
H -8.904895 -27.682566 -4.461607 0.09 0.13 -0.31 0.13
C -9.720174 -28.402864 -4.310689 2.37 0.86 -0.27 -0.15
H -14.560350 -19.885876 -3.087854 -0.28 0.06 -0.02 0.07
C -17.893045 -21.278531 -1.352122 -1.14 1.24 -1.44 -0.41
```
Positions in Å, forces in eV/Å.

* HOMO energy: -16.0 eV
* total charge: +3
* gap between HOMO and LUMO: 6.428 eV